1.
54
Properties=species:S:1:pos:R:3 method="wB97M-V/def2-TZVPD" spin_multiplicity=1 total_charge=0 homo_ev=-9.31 relative_energy_kj_mol=164.4 orbital_gap_ev=8.94
C 4.5409 1.0807 0.7760
H 3.8318 1.6883 1.3360
H 4.7763 1.5945 -0.1530
H 5.4511 0.9979 1.3643
C 3.9624 -0.3077 0.5015
C 3.5582 -0.9815 1.8094
H 2.7390 -0.4482 2.2863
H 4.4069 -0.9782 2.4896
H 3.2631 -2.0137 1.6428
C 2.8193 -0.1926 -0.5302
N 1.7807 0.7468 -0.1428
N 1.0168 0.4181 0.8923
N 0.0333 1.0898 1.2587
C -0.3238 2.2298 0.5860
C -1.4684 2.9336 0.9784
C -1.8288 4.0690 0.2918
C -1.0656 4.5264 -0.7845
C 0.0613 3.8430 -1.1831
C 0.4407 2.6853 -0.5035
C 1.6098 1.9117 -0.9099
O 2.3703 2.1940 -1.8086
H 0.6651 4.1719 -2.0149
H -1.3650 5.4219 -1.3077
H -2.7125 4.6147 0.5863
H -2.0461 2.5629 1.8098
H 3.2496 0.2238 -1.4497
C 2.2183 -1.5584 -0.9297
O 2.5450 -2.0952 -1.9659
N 1.3481 -2.0742 -0.0465
H 1.1116 -1.5139 0.7635
C 0.4522 -3.1581 -0.3725
H 0.5604 -3.9526 0.3731
H 0.7626 -3.5425 -1.3471
C -1.0120 -2.6907 -0.4204
C -1.5143 -2.2759 0.9653
C -2.9666 -1.8155 0.9034
H -3.6106 -2.6255 0.5564
H -3.3021 -1.5195 1.8993
C -3.0994 -0.6332 -0.0609
C -4.5382 -0.1855 -0.1345
O -5.4770 -0.8857 -0.4016
O -4.6730 1.1228 0.1295
H -5.6056 1.3859 0.0662
C -2.6342 -1.0611 -1.4584
C -1.1871 -1.5378 -1.4104
H -0.5515 -0.7009 -1.1147
H -0.8693 -1.8553 -2.4051
H -3.2831 -1.8640 -1.8132
H -2.7231 -0.2219 -2.1520
H -2.4953 0.2069 0.2921
H -1.4279 -3.1188 1.6539
H -0.9118 -1.4544 1.3570
H -1.6134 -3.5382 -0.7657
H 4.7310 -0.9191 0.0174

***

2.
55
Properties=species:S:1:pos:R:3 method="wB97M-V/def2-TZVPD" spin_multiplicity=1 total_charge=0 homo_ev=-8.78 relative_energy_kj_mol=432.4 orbital_gap_ev=8.27
C -2.5101 -4.1135 -1.6125
C -2.7966 -3.1049 -0.5094
H -2.2764 -3.3929 0.4098
H -3.8691 -3.0198 -0.3210
O -2.3830 -1.7901 -0.8808
C -1.0881 -1.4762 -0.6856
O -0.2842 -2.2504 -0.2105
C -0.7978 -0.1082 -1.0962
C 0.4332 0.4426 -0.9663
N 0.6656 1.7232 -1.3680
C -0.2093 2.4730 -2.1378
O 0.1065 3.5443 -2.6010
N -1.4118 1.8856 -2.3479
H -2.0724 2.4372 -2.8741
C -1.9365 0.7350 -1.6402
C -2.8390 1.1471 -0.4898
C -4.0692 0.5362 -0.3102
C -4.8577 0.8885 0.7764
C -4.4514 1.8608 1.6815
C -3.2280 2.4755 1.4909
C -2.4260 2.1166 0.4192
H -1.4698 2.5995 0.2832
H -2.8939 3.2333 2.1823
H -5.0917 2.1135 2.5123
N -6.1235 0.2240 0.9681
O -6.8384 0.6208 1.8628
O -6.3938 -0.6960 0.2256
H -4.4208 -0.2195 -0.9952
H -2.5245 0.1349 -2.3454
H 1.6255 2.0411 -1.2583
C 1.6426 -0.2694 -0.4112
N 2.7334 0.6659 -0.2094
C 4.0231 0.2156 -0.6965
C 4.5826 -1.0442 -0.0171
C 5.4154 -0.7769 1.2403
C 4.8850 0.3367 2.1506
C 3.3607 0.4174 2.2409
H 2.9274 -0.5836 2.2417
H 3.0886 0.8922 3.1861
C 2.7476 1.2615 1.1135
H 1.7122 1.5043 1.3686
H 3.3027 2.2042 1.0453
H 5.2963 0.1769 3.1496
H 5.2609 1.3029 1.8058
H 5.4722 -1.7087 1.8076
H 6.4350 -0.5165 0.9474
H 5.2104 -1.5806 -0.7315
H 3.7481 -1.7030 0.2277
H 3.9047 0.0221 -1.7675
H 4.7270 1.0439 -0.5875
H 1.3471 -0.7998 0.5015
H 1.9285 -1.0399 -1.1320
H -1.4379 -4.1862 -1.7775
H -2.9920 -3.8074 -2.5379
H -2.8892 -5.0884 -1.3206

***

3.
57
Properties=species:S:1:pos:R:3 method="wB97M-V/def2-TZVPD" spin_multiplicity=1 total_charge=0 homo_ev=-7.99 relative_energy_kj_mol=189.2 orbital_gap_ev=7.75
C -1.0343 -6.2669 -2.3112
H -1.4059 -5.8112 -3.2255
H -0.1469 -6.8481 -2.5442
H -1.7996 -6.9334 -1.9222
C -0.6990 -5.2094 -1.2644
N 0.4439 -4.4126 -1.6439
S 1.4370 -3.8957 -0.4156
O 1.5306 -4.9659 0.5329
O 2.6366 -3.3935 -1.0190
C 0.5830 -2.5242 0.3560
C -0.4346 -2.7536 1.2630
C -1.1420 -1.6876 1.7792
C -0.8473 -0.3631 1.4208
C 0.2635 -0.1538 0.5715
C 0.9357 -1.2345 0.0193
H 1.7701 -1.0795 -0.6476
N 0.7380 1.1328 0.2524
C 1.1344 2.0511 1.1476
S 1.0319 1.9245 2.7840
N 1.6804 3.2176 0.6288
C 1.9849 3.4997 -0.6775
O 1.7452 2.7469 -1.6093
C 2.6274 4.7968 -0.8608
C 3.0723 5.3992 -2.0137
C 3.6182 6.6374 -1.6225
C 3.4689 6.7016 -0.2674
O 2.8744 5.6013 0.2031
H 3.7388 7.4557 0.4459
H 4.0608 7.3770 -2.2565
H 3.0075 4.9901 -3.0004
H 1.9529 3.8927 1.3343
H 1.0617 1.2986 -0.7055
N -1.5835 0.6990 1.9006
C -2.1347 1.6790 0.9840
H -1.4810 1.8164 0.1246
C -2.3316 3.0084 1.7168
H -2.8199 3.7362 1.0664
O -3.1687 2.8436 2.8350
C -2.6071 1.9085 3.7266
H -3.2944 1.8375 4.5709
C -2.4246 0.5366 3.0674
H -1.9322 -0.1263 3.7783
H -3.4128 0.1307 2.7991
H -1.6277 2.2654 4.0754
H -1.3546 3.3976 2.0384
H -3.1177 1.3320 0.6249
H -1.9600 -1.8836 2.4529
H -0.6660 -3.7666 1.5495
C 0.3710 -3.5677 -2.8120
C -0.7844 -2.5657 -2.8148
H -0.7801 -1.9669 -1.9069
H -0.6816 -1.9026 -3.6697
H -1.7418 -3.0754 -2.8922
H 0.3055 -4.2049 -3.6996
H 1.3266 -3.0429 -2.8424
H -0.4078 -5.6990 -0.3342
H -1.5794 -4.5794 -1.0702

***

4.
54
Properties=species:S:1:pos:R:3 method="wB97M-V/def2-TZVPD" spin_multiplicity=1 total_charge=+1 homo_ev=-11.76 orbital_gap_ev=7.92
C 3.9829 1.0064 -1.2174
C 2.4355 0.9146 -1.8270
O 1.5856 0.2732 -0.8113
C 0.3530 -0.2894 -1.3842
N -0.8784 0.6223 -1.1994
C -0.9067 1.9712 -0.5151
N -2.3374 2.4460 -0.6552
C -3.0268 1.3266 -1.4229
N -4.3671 1.3369 -1.8222
N -2.0675 0.1731 -1.7634
H 4.3319 2.1231 -1.2417
H 4.7038 0.3870 -1.9373
H 4.0410 0.4912 -0.1683
H 2.0377 1.9874 -2.1337
H 2.5456 0.2786 -2.8302
H 0.1346 -1.4052 -1.0262
H 0.4811 -0.3726 -2.5677
H -0.0656 2.5941 0.0083
H -5.1302 1.6378 -1.1465
H -4.5726 1.0135 -2.8091
H -2.2855 -0.7028 -2.2989
N 1.5144 -4.3734 -2.5341
C 1.7921 -4.2412 -1.2186
C 1.3491 -5.1223 -0.2451
C 0.5701 -6.2041 -0.6419
C 0.2656 -6.3662 -1.9895
C 0.7575 -5.4343 -2.8892
H 2.4003 -3.3797 -0.9587
H 1.6049 -4.9685 0.7971
H 0.2036 -6.9151 0.0928
H -0.3396 -7.1984 -2.3307
H 0.5503 -5.5193 -3.9523
N 1.0236 4.7791 1.4375
C 1.6428 5.6267 2.2882
C 1.1207 6.8516 2.6716
C -0.1098 7.2353 2.1489
C -0.7710 6.3847 1.2688
C -0.1703 5.1781 0.9479
H 2.6015 5.2839 2.6663
H 1.6606 7.4913 3.3605
H -0.5502 8.1889 2.4252
H -1.7311 6.6548 0.8437
H -0.6484 4.4783 0.2682
N -1.2065 -2.4881 0.7977
C -1.2478 -3.5884 1.5807
C -1.4391 -3.5511 2.9526
C -1.5941 -2.3106 3.5621
C -1.5544 -1.1590 2.7826
C -1.3618 -1.2981 1.4175
H -1.1186 -4.5322 1.0590
H -1.4662 -4.4671 3.5318
H -1.7448 -2.2415 4.6355
H -1.6714 -0.1773 3.2274
H -1.3269 -0.4294 0.7660

***

5.
58
Properties=species:S:1:pos:R:3 method="wB97M-V/def2-TZVPD" spin_multiplicity=1 total_charge=+1 homo_ev=-11.41 relative_energy_kj_mol=75.2 orbital_gap_ev=8.46
Y 0.1428 -0.6494 -0.5476
C 2.8077 1.1830 2.2461
C 2.1886 -0.0815 1.7040
C 2.8129 -0.8414 0.6965
C 4.0613 -0.3864 -0.0106
C 2.3131 -2.1243 0.3818
C 3.0165 -2.9298 -0.6818
C 1.1830 -2.6411 1.0597
C 0.6541 -4.0034 0.6710
C 0.5482 -1.8593 2.0494
C -0.5859 -2.3752 2.8897
C 1.0262 -0.5630 2.3334
C 0.3474 0.2343 3.4142
H 2.9795 1.0644 3.3172
H 2.1620 2.0566 2.1528
H 3.7715 1.4118 1.8039
H 3.9859 -0.5523 -1.0847
H 4.9215 -0.9561 0.3481
H 4.2889 0.6643 0.1361
H 2.9829 -2.4268 -1.6513
H 2.5969 -3.9206 -0.8046
H 4.0712 -3.0487 -0.4284
H 1.2957 -4.7980 1.0573
H 0.6118 -4.1152 -0.4109
H -0.3485 -4.1732 1.0453
H -1.4392 -1.7007 2.8516
H -0.2574 -2.4314 3.9300
H -0.9252 -3.3616 2.6012
H -0.7356 0.2118 3.3091
H 0.6480 1.2767 3.4225
H 0.5902 -0.1882 4.3927
C 1.1503 5.0208 -1.1065
C 1.1992 3.8913 -2.0582
N 1.0277 3.9557 -3.3350
N 1.1251 2.6711 -3.7755
C 1.3425 1.7968 -2.7960
S 1.4750 0.1178 -2.8927
N 1.4109 2.5724 -1.6847
N 1.6325 2.0338 -0.4206
H 1.0078 5.9413 -1.6648
H 2.0744 5.0929 -0.5321
H 0.3140 4.8961 -0.4160
H 1.0125 2.4583 -4.7540
H 2.5954 2.2322 -0.1656
H 0.9733 2.4550 0.2305
Se -1.5454 1.6408 -0.6359
C -2.3129 1.2348 0.9914
N -2.7816 0.9392 2.0031
N -3.9366 -1.8342 0.4500
C -2.8133 -1.9641 -0.2472
O -1.7144 -1.5459 0.2678
C -2.7716 -2.5468 -1.5510
C -1.4804 -2.4677 -2.0297
N -0.3384 -2.2735 -2.1760
C -3.9107 -3.0208 -2.2306
N -4.8811 -3.4006 -2.7182
H -4.8225 -2.1092 0.0567
H -3.9122 -1.2443 1.2697

***

| no. | molar mass (g mol⁻¹) |
| --- | --- |
| 1 | 386.5 |
| 2 | 402.5 |
| 3 | 466.6 |
| 4 | 380.5 |
| 5 | 594.4 |